1.
Here is the molecule C3H3NO2 from the Open Molecules 2025 dataset. Energies are from ωB97M-V with the def2-TZVPD basis set.

Last column: natural (NBO) charge in e.
Element x y z (Å)
C -1.74962 1.35540 1.17400  0.15
C 0.00293 -0.00030 0.17815  -0.12
C -1.30842 0.75591 -0.03337  0.44
N -2.10597 1.92827 2.10683  -0.20
O 0.55095 -0.59646 -0.94354  -0.73
O -1.95849 0.59908 -1.09360  -0.47
H 0.78195 0.84253 0.56217  0.20
H -0.11063 -0.70872 1.04359  0.22
H 0.11320 -0.65062 -1.83535  0.52

Structure (SMILES): N#CC(=O)CO
ΔE to the lowest compared entry with this formula, charge and spin, kJ/mol: 232.5
2S+1: 1
Kohn-Sham gap, eV: 10.2


2.
Here is a structure of composition C20H41Cl10NO3PS from the Open Molecules 2025 dataset. Energies are from ωB97M-V with the def2-TZVPD basis set.

Last column: Mulliken charge in e.
Element x y z (Å)
C 5.89510 -0.89634 1.38294  -0.98
C 5.93851 -0.82011 -0.22884  0.18
O 4.86104 -1.65082 -0.73582  -0.51
C 5.76054 0.70975 -0.65048  -0.42
O 4.59534 0.95953 -1.48502  -0.39
P 3.31844 1.58213 -0.57004  0.93
N 3.45660 3.31469 -0.65734  -0.39
C 4.10075 3.68195 0.41072  0.49
S 5.37576 3.96645 1.41220  -0.06
O 1.94286 0.96780 -1.25994  -0.19
C 0.74001 1.69503 -0.86361  -0.46
C -0.08644 1.02067 0.31319  0.43
C -1.14930 2.14452 0.78700  -1.21
C -0.94175 -0.25352 -0.11950  1.00
C -0.17724 -1.28903 -1.04934  -1.18
C -1.28394 -1.05149 1.24503  -1.11
H 5.35073 -1.85337 1.66068  0.27
H 5.36384 -0.00330 1.82807  0.24
H 6.97409 -0.97072 1.73404  0.33
H 6.93256 -1.24385 -0.55924  0.45
H 5.25224 -2.54597 -0.78733  0.34
H 5.79149 1.38564 0.25521  0.02
H 6.67219 0.97885 -1.28080  0.33
H 3.45758 1.09845 0.76568  0.20
H 0.01566 1.81643 -1.73618  -0.20
H 0.96738 2.76288 -0.52646  0.35
H 0.57529 0.69193 1.17840  0.19
H -0.63843 3.06647 1.19604  0.40
H -1.93439 1.71212 1.47185  0.19
H -1.70761 2.47842 -0.15417  0.29
H -1.94350 0.04696 -0.56671  -0.13
H 0.90315 -1.31883 -0.69412  0.28
H -0.15615 -0.93769 -2.13720  0.11
H -0.62511 -2.32421 -1.05680  0.39
H -1.55161 -0.33127 2.08289  0.27
H -0.32424 -1.58974 1.52488  0.32
H -2.11093 -1.81812 1.07730  0.16
Cl -2.30582 -6.26953 1.50163  -0.19
C -1.45285 -5.12495 2.56643  -0.36
C -2.40190 -4.36444 3.46745  -0.14
Cl -3.42634 -3.22524 2.55744  -0.08
H -0.86955 -4.44992 1.93869  0.19
H -0.75999 -5.71177 3.17158  0.36
H -1.83492 -3.77350 4.18870  -0.14
H -3.05543 -5.03840 4.02118  0.39
Cl -4.47253 0.88369 0.62413  -0.14
C -5.35154 0.62994 2.15415  -0.52
C -6.15796 -0.65111 2.14438  -0.18
Cl -7.53114 -0.57141 1.01464  -0.18
H -5.98480 1.50031 2.32814  0.42
H -4.60225 0.59001 2.94680  0.26
H -6.57344 -0.83377 3.13658  0.34
H -5.54364 -1.50887 1.87044  0.03
Cl -3.10549 -5.05192 7.14032  -0.17
C -1.75976 -4.44086 8.13435  -0.48
C -1.61042 -2.93805 8.03210  -0.44
Cl -1.05396 -2.42523 6.41885  -0.18
H -0.84976 -4.95557 7.82463  0.31
H -1.97548 -4.72158 9.16628  0.34
H -0.86553 -2.59026 8.74935  0.31
H -2.54971 -2.42657 8.24383  0.31
Cl -2.73226 0.78472 -3.63686  -0.17
C -1.37841 1.43301 -4.59785  -0.34
C -1.85180 2.31740 -5.73083  0.04
Cl -2.70343 1.39519 -6.99272  -0.20
H -0.79157 0.59052 -4.96574  0.34
H -0.75316 2.01089 -3.91471  0.13
H -0.99545 2.79314 -6.20909  -0.14
H -2.52117 3.10115 -5.37452  0.34
Cl 1.89120 3.25135 -6.77438  -0.18
C 1.49162 4.02172 -8.33116  -0.54
C 1.16491 5.49095 -8.17335  -0.40
Cl -0.36759 5.74830 -7.30319  -0.17
H 0.66167 3.47244 -8.77679  0.33
H 2.36346 3.90276 -8.97604  0.36
H 1.05345 5.95237 -9.15562  0.30
H 1.95225 6.02081 -7.63640  0.31

Net charge: +1
2S+1: 1
Kohn-Sham gap, eV: 7.3


3.
Here is a structure of composition C22H68N16O10 from the Open Molecules 2025 dataset. Energies are from ωB97M-V with the def2-TZVPD basis set.

Last column: Mulliken charge in e.
Element x y z (Å)
C -21.47844 11.79277 -12.95173  -1.68
C -22.56749 12.60605 -12.23141  -0.15
C -22.14124 12.99233 -10.80794  -0.77
O -23.10874 13.81792 -10.23413  -0.36
C -22.71624 14.29593 -9.03104  0.26
N -22.97851 13.69594 -13.14809  -0.88
H -21.28441 10.87219 -12.40129  0.33
H -20.52079 12.30301 -12.84849  0.44
H -21.65602 11.59939 -14.00964  0.38
H -23.40835 11.91248 -12.23578  0.45
H -21.18340 13.51256 -10.80573  -1.16
H -21.93119 12.09190 -10.23070  1.90
H -23.50994 14.99689 -8.77264  0.90
H -21.80709 14.89712 -9.04226  -0.37
H -22.65991 13.59289 -8.19998  -1.59
H -23.66967 14.30543 -12.73468  0.36
H -22.22605 14.24855 -13.53347  0.30
C -17.17600 18.81986 -2.09936  -1.23
C -17.46265 19.53931 -3.42420  0.28
C -18.33608 18.62167 -4.39643  -0.64
O -17.77467 17.32359 -4.51642  -0.47
C -18.29371 16.65490 -5.73755  -2.59
N -18.00177 20.87132 -3.19108  -0.70
H -17.76456 17.90950 -1.98549  0.22
H -17.44881 19.43132 -1.23925  0.44
H -16.16010 18.44445 -1.97648  0.25
H -16.60157 19.52410 -4.09233  0.36
H -18.36265 19.12115 -5.36488  0.27
H -19.38269 18.59700 -4.09296  0.29
H -17.69054 15.77670 -5.96788  1.17
H -18.00218 17.28762 -6.57586  1.12
H -19.36687 16.54382 -5.89276  0.56
H -18.77182 20.77153 -2.54520  0.27
H -17.28269 21.45578 -2.78928  0.26
C -23.64470 18.46445 -8.54664  -2.59
C -22.56254 18.26908 -9.59198  2.60
C -22.80894 17.00117 -10.34788  -1.07
O -21.65724 16.79459 -11.13719  -0.30
C -21.86310 15.71651 -12.04965  -1.45
N -22.57210 19.38869 -10.47406  -0.72
H -23.69987 17.70132 -7.77031  0.59
H -24.65527 18.60390 -8.93054  0.41
H -23.56982 19.44635 -8.07934  0.47
H -21.58689 18.16369 -9.11751  -0.41
H -23.67808 17.02917 -11.00509  0.94
H -22.73035 16.16210 -9.65660  0.77
H -22.83835 15.62429 -12.52765  0.59
H -21.57666 14.78440 -11.56260  0.64
H -21.11416 15.78596 -12.83857  0.21
H -23.24604 19.33453 -11.22437  0.34
H -21.76600 19.28201 -11.07318  0.14
C -18.59500 13.95704 -10.03559  0.32
C -18.17037 12.54521 -10.32909  0.07
C -19.23050 11.68843 -11.17130  -0.32
O -18.73620 10.40663 -11.45323  -0.45
C -19.67275 9.69460 -12.24460  -1.11
N -16.86725 12.67628 -10.90469  -0.63
H -19.56252 13.92264 -9.53475  -0.61
H -18.78146 14.50148 -10.96129  0.47
H -17.95252 14.50645 -9.34750  -0.50
H -18.12609 12.05419 -9.35696  0.29
H -19.32176 12.20710 -12.12563  0.10
H -20.20648 11.69122 -10.68592  0.45
H -20.44774 9.13460 -11.72126  0.26
H -18.94595 9.01653 -12.69192  0.41
H -20.05919 10.23691 -13.10752  0.56
H -16.72129 11.77950 -11.34582  0.37
H -16.79344 13.29387 -11.70045  0.24
C -19.62813 14.09561 -4.91168  0.03
O -20.25760 14.86631 -5.64341  -0.52
N -19.58297 12.84338 -4.99484  -0.28
N -19.23412 14.40242 -3.70874  -0.41
H -18.92390 12.41619 -4.35982  0.26
H -19.77503 12.34037 -5.84935  0.05
H -19.44839 15.36278 -3.48095  0.25
H -19.02935 13.73676 -2.97725  0.22
C -20.41456 15.81987 -8.00280  -1.53
O -21.57758 15.89940 -7.68971  -0.60
N -19.50211 15.52040 -7.19892  -0.44
N -20.01492 16.08134 -9.19552  0.70
H -19.92792 15.40766 -6.29003  0.82
H -18.63695 15.11544 -7.52696  1.08
H -20.59078 16.66077 -9.78945  -0.44
H -19.06437 15.89531 -9.48173  0.35
C -16.65763 15.06398 -7.84428  0.81
O -17.80258 14.64417 -7.86218  -0.57
N -16.25007 16.27747 -7.55749  -0.02
N -15.58040 14.50091 -8.48472  -0.49
H -15.36791 16.59112 -7.93630  0.33
H -17.01888 16.88269 -7.30700  -0.63
H -14.72023 14.98677 -8.69481  0.16
H -15.72648 13.63335 -8.98081  0.22
C -22.62428 13.42911 -6.37606  0.00
O -23.83053 13.26032 -6.56121  -0.73
N -22.10225 14.43229 -5.72061  -0.18
N -21.73819 12.62519 -6.77229  -0.36
H -21.13570 14.47660 -5.43092  1.86
H -22.88436 14.88863 -5.27322  0.54
H -22.13843 12.15035 -7.56881  0.36
H -20.76588 12.83330 -6.59513  0.06
C -19.01910 18.11427 -10.09613  0.18
O -18.25379 17.88304 -9.17333  -0.73
N -19.77695 19.12604 -10.12647  -0.10
N -19.15260 17.34435 -11.18575  -0.32
H -19.67881 19.79573 -9.37681  0.19
H -20.27478 19.45544 -10.94117  0.32
H -18.40393 16.70752 -11.41818  0.21
H -19.83777 17.61161 -11.87800  0.25
C -24.08623 16.56040 -5.80807  0.16
O -24.91302 16.98207 -5.00827  -0.84
N -24.21177 15.49339 -6.50685  0.01
N -22.90336 17.10688 -5.91374  0.02
H -25.06249 15.01065 -6.25517  0.18
H -23.54027 15.21295 -7.20725  0.14
H -22.80308 17.94276 -5.35576  0.21
H -22.14543 16.48235 -6.14953  -0.06

ΔE to the lowest compared entry with this formula, charge and spin, kJ/mol: 2853.6
2S+1: 1
Kohn-Sham gap, eV: 7.1


Q: What is the 2S+1 in the first record?
A: 1


Q: Which of these has the lowest Kohn-Sham gap?
A: C22H68N16O10


Q: Kohn-Sham gap of number 2 (C20H41Cl10NO3PS)?
A: 7.3 eV


Q: What is the 2S+1 in the third record?
A: 1